No. 1
Entry from OMol25: a cluster of 7 separate species, C26H71N5O8 in total in a non-equilibrium geometry (ωB97M-V with the def2-TZVPD basis set).

Calculated values
* total energy: -51935.2250 eV
* highest occupied orbital energy: -8.61 eV
* structure (SMILES): COC[C@H](C)N.COC[C@H](C)N.COC[C@H](C)N.COC[C@H](C)N.COCCNCCOC.CCO.CCO
* ΔE to the lowest compared entry with this formula, charge and spin: 93.06 kcal/mol

Structure (XYZ):
```
110
Properties=species:S:1:pos:R:3:forces:R:3
C 3.90884 4.19184 6.00231 -0.978 0.349 1.578
C 2.58429 3.92833 6.87008 0.191 1.412 -2.990
C 1.42592 4.89541 6.47302 0.298 0.409 2.208
O 0.30810 4.53404 7.29499 -0.202 -1.025 -0.669
C -0.72896 5.46522 7.38713 -0.638 0.155 0.991
N 2.12603 2.62278 6.50053 0.443 -1.616 1.528
H 3.70430 3.85124 4.98729 0.283 -0.019 0.069
H 4.75108 3.68457 6.47285 -0.215 -0.611 -0.291
H 4.26432 5.22224 6.00467 -0.504 0.312 -0.191
H 2.73689 4.01851 7.94557 0.154 -0.209 -0.109
H 1.16995 4.80933 5.41701 0.142 0.281 -0.146
H 1.63897 5.89419 6.85399 0.469 0.568 -0.914
H -0.45101 6.26217 8.07685 0.213 0.533 -0.259
H -1.58034 5.00785 7.89117 0.123 -0.495 0.047
H -1.17977 5.86544 6.47900 0.636 0.019 -0.504
H 1.47829 2.35682 7.22840 -0.378 -0.466 -0.409
H 1.70256 2.52449 5.58887 -0.049 0.390 0.045
C -1.54776 -1.92316 7.86049 0.308 -1.170 0.680
C -0.38695 -2.61460 8.69919 -1.008 0.012 -0.734
C -0.90185 -3.83134 9.50651 -1.548 0.660 0.705
O -0.33489 -4.10649 10.79629 -0.601 1.149 -1.331
C 1.03460 -4.36453 10.77913 0.793 -1.256 1.211
N 0.66875 -3.04043 7.80254 0.850 -0.100 -0.086
H -1.11830 -1.11726 7.26536 -0.126 -0.130 -0.086
H -2.41931 -1.56514 8.40851 0.314 0.275 0.482
H -1.98157 -2.70829 7.24123 0.177 0.071 -0.553
H -0.04172 -1.84428 9.38878 0.390 -0.275 0.186
H -1.11525 -4.76214 8.98099 1.130 -0.220 -0.761
H -1.94774 -3.57276 9.67185 -0.113 0.274 0.854
H 1.21445 -5.42575 10.60721 0.040 -0.264 -0.859
H 1.35778 -4.32789 11.81947 0.103 0.679 0.120
H 1.69070 -3.76315 10.14985 -0.433 0.190 -0.106
H 1.13439 -2.29408 7.30631 -0.039 0.357 0.195
H 0.31213 -3.64095 7.07295 -0.229 -0.240 0.080
C 5.38087 2.64747 -6.06835 0.293 -0.881 -0.758
C 6.16581 3.05164 -4.76560 0.457 -0.581 -2.412
C 7.75331 2.94409 -4.89214 0.421 -0.318 0.687
O 8.40258 3.76430 -5.89086 -2.264 -0.127 0.201
C 9.47430 3.22899 -6.59698 1.130 0.731 0.304
N 5.75127 4.38570 -4.51784 0.171 2.494 0.375
H 5.36131 3.33690 -6.91238 0.661 1.065 0.495
H 4.31000 2.54165 -5.89477 0.012 -0.349 0.534
H 5.71613 1.79063 -6.65276 0.113 -0.750 0.728
H 5.73273 2.52705 -3.91392 0.825 -0.986 -0.130
H 8.14096 1.92554 -4.91174 -0.674 -0.532 -0.953
H 8.27838 3.20089 -3.97211 -0.691 0.770 0.634
H 9.27977 2.62260 -7.48160 -0.536 -0.353 0.218
H 10.17198 2.75466 -5.90679 0.051 -0.551 -0.061
H 10.02250 4.10288 -6.94896 0.034 0.049 -0.216
H 6.41541 5.01681 -4.94296 0.348 0.281 0.091
H 4.92900 4.57139 -5.07417 -0.361 0.046 0.277
C -0.19678 -8.53884 -1.05150 0.997 0.388 -0.577
C 0.54611 -8.87471 0.21486 -0.997 1.578 1.180
C 0.32878 -7.71268 1.27984 1.185 -0.503 -0.982
O 1.05083 -6.57054 0.78168 -0.546 -0.923 0.434
C 2.30435 -6.29961 1.43661 -2.005 0.400 -0.748
N 0.07267 -10.11154 0.73718 -0.470 -0.346 0.781
H -1.17762 -8.11618 -0.83377 0.122 0.117 -0.068
H -0.33521 -9.37992 -1.73086 0.109 -0.200 0.191
H 0.48536 -7.84456 -1.54217 -0.650 0.478 -0.459
H 1.63200 -8.83185 0.13058 0.253 -0.160 -0.596
H 0.75955 -8.06532 2.21695 0.292 0.040 0.275
H -0.69579 -7.43785 1.53050 -0.195 -0.032 -0.573
H 2.02117 -5.97042 2.43637 0.682 0.106 0.262
H 2.60188 -5.47073 0.79432 0.978 -0.034 0.561
H 2.97607 -7.15794 1.44976 0.131 0.081 -0.092
H 0.53010 -10.89332 0.29034 -0.012 -0.158 0.294
H 0.22809 -10.08402 1.73477 0.130 -0.822 0.121
C 2.88186 8.59957 0.11477 0.371 0.690 -0.210
C 2.19251 7.33045 0.43523 0.131 -1.213 -0.533
O 1.80002 6.53867 -0.78885 0.393 1.404 2.315
H 2.17723 9.32594 -0.29017 0.468 0.149 -0.344
H 3.75924 8.38076 -0.49385 -0.245 0.304 -0.638
H 3.34968 8.99389 1.01686 -0.353 0.207 0.280
H 1.36276 7.53695 1.11124 -0.455 -0.500 -0.547
H 2.94655 6.80312 1.01955 -0.307 -0.856 0.018
H 2.66230 6.28932 -1.12928 0.007 -0.197 -0.346
C -0.00244 1.32438 1.66888 0.031 0.906 1.141
C 0.76901 0.07069 1.32550 0.303 1.658 -0.387
O -0.17796 -0.93922 1.36372 -0.060 -1.320 -0.151
H -0.33002 1.24745 2.70565 -0.139 -0.235 0.157
H -0.91953 1.51543 1.11160 0.226 -0.446 -0.437
H 0.55533 2.26081 1.67828 0.409 -0.136 -0.396
H 1.61166 -0.10304 1.99471 -0.110 0.036 0.613
H 1.26944 0.16122 0.36142 -0.282 -0.018 -0.531
H 0.30811 -1.73443 1.13354 -0.378 -0.447 0.001
C -9.94741 2.26510 -10.97542 1.080 -0.053 0.091
O -9.59029 0.91762 -10.79307 0.065 -0.824 -0.766
C -9.05783 0.62080 -9.51244 -1.137 1.970 -0.098
C -8.24721 -0.62221 -9.51988 -1.026 -0.357 -0.306
N -7.85764 -0.98296 -8.20950 0.597 -0.607 1.575
C -6.78703 -1.95381 -8.10701 -0.367 -0.756 1.252
C -6.52259 -2.30012 -6.61650 1.551 0.748 -0.528
O -5.93529 -1.14822 -5.98776 -2.115 -0.063 0.732
C -5.57290 -1.29920 -4.58361 1.417 0.227 -1.623
H -10.62752 2.64306 -10.21208 -0.200 -0.045 0.101
H -10.35312 2.42434 -11.97449 -0.140 -0.313 0.130
H -8.99995 2.80112 -10.91965 -0.073 0.723 0.057
H -9.94085 0.70295 -8.87870 0.128 -0.878 0.805
H -8.41786 1.43050 -9.16183 0.347 0.433 -0.116
H -7.41668 -0.42889 -10.19880 0.198 -0.320 -0.341
H -8.90643 -1.42590 -9.84792 0.299 -0.176 -0.758
H -7.66920 -0.23189 -7.56105 0.057 0.312 -0.250
H -5.88187 -1.67020 -8.64399 0.392 0.280 0.191
H -7.06447 -2.91855 -8.53174 -0.421 -0.020 -0.341
H -5.72810 -3.04031 -6.52163 -0.108 -0.639 -0.461
H -7.40346 -2.71076 -6.12299 -0.291 0.439 0.073
H -4.50268 -1.30869 -4.79007 0.422 0.100 1.392
H -5.81406 -2.21515 -4.04418 -0.559 -0.185 -0.524
H -5.86562 -0.43588 -3.98603 -0.113 0.005 -0.287
```
Forces are in eV/Å.



No. 2
Entry from OMol25: a cluster of 7 separate species, C26H72N6O7 in total in a non-equilibrium geometry (ωB97M-V with the def2-TZVPD basis set).

Calculated values
* total energy: -51397.7586 eV
* highest occupied orbital energy: -8.95 eV
* structure (SMILES): COC[C@H](C)N.COC[C@H](C)N.COC[C@H](C)N.COC[C@H](C)N.COC[C@H](C)N.COC[C@H](C)N.CCO
* ΔE to the lowest compared entry with this formula, charge and spin: 53.10 kcal/mol

Structure (XYZ):
```
111
Properties=species:S:1:pos:R:3:forces:R:3
C 1.15994 -6.07983 -2.36521 0.021 -0.316 1.150
C 0.93153 -4.68052 -2.91648 -0.399 -1.747 0.752
C 1.40473 -3.58392 -1.92643 -0.984 0.087 -1.142
O 0.92185 -2.33607 -2.44616 0.036 0.189 0.638
C 0.90023 -1.30518 -1.45940 0.740 0.827 -0.756
N 1.59395 -4.61091 -4.21131 0.245 1.719 0.065
H 2.19334 -6.22758 -2.05161 0.220 -0.023 -0.350
H 0.86279 -6.88935 -3.03190 0.187 0.256 -0.397
H 0.58716 -6.28009 -1.45972 -0.252 0.282 0.172
H -0.14294 -4.60264 -3.08247 -0.283 0.486 0.430
H 2.49119 -3.58730 -1.83876 0.251 0.066 -0.096
H 0.97587 -3.71262 -0.93264 -0.113 -0.429 0.078
H 0.79263 -0.32152 -1.91650 -0.402 -0.269 -0.591
H 1.88962 -1.16859 -1.02288 0.152 -0.485 0.573
H 0.11310 -1.35291 -0.70690 -0.021 -0.672 0.126
H 1.02858 -4.99088 -4.95701 -0.252 -0.798 0.163
H 1.41098 -3.63223 -4.38108 0.740 0.551 -0.665
C 0.52642 0.04453 2.51824 0.219 -0.130 0.104
C 1.59560 -0.92508 3.02254 -1.451 0.014 0.287
C 1.38794 -2.29881 2.34212 0.089 -0.664 0.714
O 0.07075 -2.91217 2.48066 0.442 0.626 0.323
C -0.07274 -3.80262 3.61408 0.732 1.077 -0.404
N 2.92507 -0.33002 2.82224 -0.931 -1.954 -0.202
H 0.45835 0.91159 3.17526 0.295 0.311 -0.154
H -0.47950 -0.37461 2.54182 0.136 -0.323 -0.233
H 0.82020 0.31803 1.50483 -0.321 0.249 -0.110
H 1.40695 -1.03475 4.09047 -0.053 -0.353 0.337
H 2.07612 -3.02881 2.76828 0.468 0.010 0.031
H 1.65976 -2.18987 1.29220 -0.458 -0.098 -0.195
H 0.60661 -4.64704 3.49776 -0.300 -0.384 -0.151
H -1.12308 -4.06673 3.73709 0.155 -0.175 -0.466
H 0.22458 -3.32679 4.54857 0.054 0.344 0.104
H 3.58404 -0.91043 3.32122 0.348 0.057 0.133
H 2.92851 0.59415 3.22969 0.215 0.014 -0.011
C 5.52918 3.04236 0.39598 0.352 0.545 -1.260
C 4.90349 2.18273 1.42097 -1.563 0.249 1.556
C 3.87143 2.99299 2.29327 0.457 -1.352 0.040
O 3.43657 2.16467 3.40672 0.850 0.946 0.088
C 2.52887 2.82846 4.29673 0.108 0.092 -1.914
N 4.22458 1.09253 0.72320 0.113 0.436 -0.401
H 4.80658 3.22510 -0.39935 -0.112 0.050 -0.088
H 6.32441 2.44768 -0.05353 0.259 0.303 -0.166
H 5.90734 4.02038 0.69361 0.161 -0.199 0.375
H 5.67108 1.76426 2.07197 0.096 0.248 0.472
H 3.00746 3.27254 1.69035 -0.140 -0.075 -0.178
H 4.32105 3.91848 2.65303 0.202 0.012 0.267
H 2.30101 2.21866 5.17099 0.547 0.183 0.048
H 1.61345 2.91275 3.71106 -0.482 0.403 0.278
H 2.94474 3.82515 4.44419 -0.285 0.033 0.822
H 4.94983 0.59441 0.22723 0.011 -0.169 -0.452
H 3.85505 0.42543 1.38540 -0.438 -0.263 0.276
C -3.30147 -0.78862 0.88771 -0.319 0.095 0.339
C -4.56344 -1.47402 0.36027 0.050 -0.925 1.946
C -5.27113 -2.38673 1.42692 0.741 1.083 -1.456
O -4.34847 -3.42721 1.69822 -1.448 -0.537 0.899
C -4.92498 -4.41388 2.56787 0.752 0.155 0.089
N -5.46522 -0.47543 -0.18269 0.102 -0.349 -0.813
H -2.90254 -0.29266 0.00285 0.605 0.117 0.210
H -2.57137 -1.41965 1.39452 0.051 -0.285 -0.411
H -3.57882 -0.02268 1.61195 -0.103 0.206 -0.009
H -4.20130 -2.16012 -0.40538 -0.483 -0.046 -0.325
H -6.22879 -2.71292 1.02122 0.035 -0.567 -0.367
H -5.57774 -1.81144 2.30049 0.468 0.144 0.551
H -4.10151 -5.06875 2.85270 -0.124 -0.109 -0.057
H -5.74083 -5.00771 2.15573 0.071 0.038 -0.677
H -5.34947 -4.00151 3.48322 0.172 0.501 0.153
H -5.50154 0.33509 0.41884 -0.009 0.022 0.622
H -4.89290 -0.11039 -0.93056 -0.391 0.310 -0.753
C 2.45520 -1.82616 -5.94684 0.498 -0.359 -0.200
C 1.59768 -0.79063 -6.63727 -0.118 -1.473 -0.521
C 1.57513 0.53271 -5.95369 0.884 0.476 -0.875
O 1.02442 0.49337 -4.69042 0.494 0.059 0.879
C 1.52103 1.55687 -3.88013 -1.399 -0.231 0.409
N 2.13414 -0.63886 -7.99970 -0.106 0.863 0.363
H 2.14385 -2.09461 -4.93733 0.001 0.301 -0.202
H 3.51714 -1.58049 -5.95185 0.042 0.536 0.248
H 2.44610 -2.69809 -6.60087 -0.287 -0.455 0.274
H 0.60521 -1.23753 -6.69556 -0.482 0.190 0.233
H 1.07471 1.30007 -6.54431 -0.284 0.120 -0.388
H 2.62812 0.81431 -5.95801 0.347 0.336 0.361
H 1.45700 2.51110 -4.40305 0.088 0.128 -0.169
H 2.52118 1.42715 -3.46663 0.192 -0.352 -0.301
H 0.82109 1.58363 -3.04499 0.271 0.244 0.082
H 2.24142 -1.52692 -8.46869 -0.132 -0.072 0.071
H 1.47022 -0.07673 -8.51285 0.073 -0.004 -0.431
C -5.40095 4.64665 1.91054 0.628 1.219 0.134
C -4.61672 3.44439 1.50377 1.617 -0.158 -0.606
C -3.34471 3.18426 2.43169 0.559 1.518 -1.294
O -2.40813 4.30629 2.33583 -0.684 0.189 -0.600
C -1.07439 4.19184 2.86956 -1.664 -0.531 -0.020
N -5.40987 2.23781 1.46648 0.020 -0.666 0.898
H -5.75260 4.50281 2.93218 -0.396 0.234 -0.029
H -6.17110 4.95874 1.20515 -0.456 -0.674 0.131
H -4.75895 5.52690 1.87756 0.317 0.029 0.435
H -4.27205 3.54789 0.47489 0.437 0.386 0.000
H -2.76700 2.34829 2.03735 -0.494 -0.601 0.372
H -3.69121 3.10398 3.46202 0.102 -0.445 0.207
H -1.15584 4.52790 3.90325 0.604 -0.071 0.154
H -0.39094 4.80633 2.28355 -0.248 0.175 0.037
H -0.72844 3.16028 2.80389 0.087 -0.173 0.157
H -5.65336 2.06879 2.43201 -0.380 -0.511 0.277
H -6.29072 2.39520 0.99805 -0.123 0.202 -0.186
C -0.61510 2.98263 -0.39038 0.056 -0.427 -0.906
C 0.82430 2.86848 0.12962 -1.114 -0.152 0.666
O 1.54768 2.03489 -0.71673 -0.001 0.018 -1.274
H -0.59353 3.17802 -1.46251 0.406 0.417 -0.172
H -1.25551 3.76021 0.02596 0.272 -0.096 0.453
H -1.14629 2.03115 -0.41517 0.020 -0.219 0.689
H 0.87938 2.37661 1.10077 -0.464 0.419 0.504
H 1.21894 3.87840 0.24101 0.395 0.199 -0.196
H 2.40927 1.83318 -0.34447 0.590 -0.231 0.373
```
Forces are in eV/Å.